Record 1
This record from the Open Molecules 2025 dataset describes a cluster of 2 separate species, C6H10O2 in total at a distorted geometry. The level of theory is the ωB97M-V functional and the def2-TZVPD basis.

* relative energy (zero: lowest compared OMol25 entry of this formula, charge and spin): 99.6 kcal per mole
* total charge: 0
* SMILES: C/C=C(/O)CO.C#C
* Kohn-Sham gap: 9.486 eV
* LUMO level: 0.770 eV
* energy: -10474.8528 eV

Cartesian coordinates (Å):
C: 1.66 -1.16 -0.93
C: 0.20 -0.79 -0.87
C: -0.51 -0.36 0.16
O: -1.85 -0.02 0.01
C: -0.01 -0.27 1.56
O: -0.43 -1.32 2.33
H: 2.12 -0.58 -1.87
H: 1.90 -2.14 -1.29
H: 2.21 -0.76 -0.06
H: -0.44 -0.75 -1.84
H: -2.25 -0.04 0.98
H: -0.38 0.71 2.02
H: 1.15 -0.17 1.63
H: 0.08 -2.10 2.07
C: -0.26 2.39 -0.82
C: -1.45 2.64 -0.94
H: 0.73 1.95 -0.83
H: -2.47 2.78 -1.31

For each atom in turn, the Mulliken charge in e is:
1 C -1.052
2 C -0.161
3 C 0.664
4 O -0.502
5 C -1.031
6 O -0.476
7 H 0.259
8 H 0.371
9 H 0.291
10 H 0.263
11 H 0.363
12 H 0.376
13 H 0.298
14 H 0.329
15 C -0.372
16 C -0.290
17 H 0.331
18 H 0.339

Record 2
This record from the Open Molecules 2025 dataset describes a structure of composition C23H18ClN7O4PtS. The level of theory is the ωB97M-V functional and the def2-TZVPD basis.

* relative energy (zero: lowest compared OMol25 entry of this formula, charge and spin): 0.0 kcal per mole
* total charge: 0
* Kohn-Sham gap: 7.626 eV
* LUMO level: -0.332 eV
* energy: -69369.6571 eV

Cartesian coordinates (Å):
Pt: -0.49 -0.77 0.14
O: 2.47 0.35 1.20
S: 1.70 1.55 0.99
O: 1.69 2.54 2.03
N: 0.21 1.11 0.55
C: -0.79 2.08 0.45
C: -0.65 3.45 0.43
C: -1.78 4.29 0.35
C: -3.06 3.79 0.31
C: -3.25 2.39 0.33
C: -4.51 1.76 0.33
C: -4.60 0.40 0.38
C: -3.42 -0.37 0.38
N: -2.23 0.20 0.34
C: -2.11 1.56 0.36
C: 2.36 2.34 -0.46
C: 3.42 3.23 -0.31
C: 3.98 3.81 -1.44
C: 3.47 3.52 -2.70
C: 2.40 2.65 -2.84
C: 1.83 2.06 -1.72
H: 0.32 3.91 0.51
H: -1.63 5.36 0.34
H: -3.91 4.45 0.28
H: -5.40 2.37 0.31
H: -5.55 -0.11 0.40
H: -3.44 -1.45 0.37
H: 3.79 3.45 0.68
H: 4.81 4.50 -1.33
H: 3.91 3.99 -3.58
H: 1.99 2.44 -3.82
H: 0.98 1.41 -1.81
N: 3.29 -2.31 -0.59
C: 2.28 -1.49 -0.85
N: 1.28 -1.78 -0.05
C: 1.76 -2.81 0.73
N: 2.98 -3.15 0.41
C: 1.01 -3.50 1.80
C: 1.36 -4.79 2.17
N: 0.69 -5.45 3.11
C: -0.33 -4.81 3.67
C: -0.67 -3.52 3.30
N: 0.00 -2.85 2.38
H: 4.20 -2.33 -1.01
H: 2.28 -0.73 -1.61
H: 2.19 -5.30 1.70
H: -0.89 -5.34 4.43
H: -1.50 -3.00 3.77
Cl: -0.54 -1.31 -3.07
C: -1.62 -2.70 -2.70
C: -2.13 -2.88 -1.26
O: -3.18 -3.48 -1.18
O: -1.41 -2.54 -0.25
H: -1.07 -3.60 -2.97
H: -2.48 -2.61 -3.35

For each atom in turn, the Mulliken charge in e is:
1 Pt 0.506
2 O -0.627
3 S 1.188
4 O -0.658
5 N -0.634
6 C 0.536
7 C -0.453
8 C -1.000
9 C -0.927
10 C 0.929
11 C -0.578
12 C -0.980
13 C 0.091
14 N 0.230
15 C 0.015
16 C 0.146
17 C -0.437
18 C -0.616
19 C -0.442
20 C -0.764
21 C -0.116
22 H 0.452
23 H 0.403
24 H 0.393
25 H 0.432
26 H 0.408
27 H 0.596
28 H 0.451
29 H 0.408
30 H 0.391
31 H 0.428
32 H 0.479
33 N 0.170
34 C -0.160
35 N 0.077
36 C 0.819
37 N -0.798
38 C 0.065
39 C -0.386
40 N -0.612
41 C -0.277
42 C -0.208
43 N -0.198
44 H 0.197
45 H 0.561
46 H 0.440
47 H 0.383
48 H 0.418
49 Cl -0.136
50 C -0.453
51 C 0.470
52 O -0.634
53 O -0.663
54 H 0.291
55 H 0.384

Record 3
This record from the Open Molecules 2025 dataset describes a cluster of 2 separate species, C5H10O2 in total at a distorted geometry. The level of theory is the ωB97M-V functional and the def2-TZVPD basis.

* relative energy (zero: lowest compared OMol25 entry of this formula, charge and spin): 73.8 kcal per mole
* total charge: 0
* SMILES: C=C/C(O)=C/C.O
* Kohn-Sham gap: 9.189 eV
* LUMO level: 0.733 eV
* energy: -9439.8430 eV

Cartesian coordinates (Å):
C: 1.16 -1.21 2.00
C: 0.09 -0.82 1.26
C: -0.09 0.37 0.24
O: -1.21 0.17 -0.59
C: 0.74 1.47 0.25
C: 0.21 2.76 -0.41
H: 2.14 -0.67 1.94
H: 1.07 -2.14 2.69
H: -0.88 -1.28 1.31
H: -1.50 1.04 -0.91
H: 1.72 1.47 0.61
H: -0.57 3.31 0.11
H: -0.15 2.53 -1.48
H: 1.02 3.45 -0.54
O: -0.52 -2.46 -2.00
H: -0.33 -2.68 -1.12
H: -1.41 -2.09 -1.95

For each atom in turn, the Mulliken charge in e is:
1 C -0.608
2 C -0.311
3 C 0.310
4 O -0.475
5 C 0.001
6 C -1.288
7 H 0.205
8 H 0.213
9 H 0.362
10 H 0.275
11 H 0.354
12 H 0.307
13 H 0.332
14 H 0.338
15 O -0.616
16 H 0.297
17 H 0.304

Record 4
This record from the Open Molecules 2025 dataset describes a structure of composition C22H26BrN5PRhS at a distorted geometry. The level of theory is the ωB97M-V functional and the def2-TZVPD basis.

* relative energy (zero: lowest compared OMol25 entry of this formula, charge and spin): 21.9 kcal per mole
* total charge: +2
* Kohn-Sham gap: 6.716 eV
* LUMO level: -7.296 eV
* energy: -123849.1466 eV

Cartesian coordinates (Å):
Rh: 0.20 0.21 0.19
C: 1.45 -1.82 -3.38
C: 0.95 -0.85 -2.37
N: 0.24 -1.18 -1.35
N: -0.14 -2.48 -1.16
C: -0.53 -2.72 0.06
N: -0.98 -3.94 0.37
S: -0.48 -1.57 1.41
C: 1.28 0.59 -2.48
C: 1.77 1.13 -3.66
C: 1.99 2.51 -3.74
C: 1.70 3.30 -2.64
C: 1.22 2.69 -1.50
N: 1.02 1.37 -1.40
H: 1.07 -2.82 -3.16
H: 2.54 -1.83 -3.37
H: 1.13 -1.54 -4.39
H: -0.94 -4.67 -0.32
H: -1.22 -4.18 1.32
H: 1.99 0.50 -4.50
H: 2.37 2.94 -4.65
H: 1.84 4.37 -2.66
H: 1.01 3.27 -0.61
C: 2.39 4.15 3.42
C: 2.52 2.77 2.86
C: 3.63 1.96 3.12
C: 3.72 0.72 2.53
C: 2.70 0.28 1.70
Br: 2.96 -1.34 0.79
N: 1.59 1.01 1.49
C: 1.55 2.24 2.05
H: 2.85 4.22 4.41
H: 1.35 4.45 3.52
H: 2.90 4.87 2.78
H: 4.42 2.31 3.77
H: 4.58 0.08 2.68
H: 0.67 2.82 1.83
C: -1.66 3.05 0.56
P: -1.50 1.33 1.11
C: -1.60 1.36 2.91
C: -2.94 0.51 0.43
C: -3.12 0.56 -0.95
C: -4.20 -0.09 -1.53
C: -5.09 -0.79 -0.73
C: -4.91 -0.85 0.65
C: -3.83 -0.21 1.23
H: -1.51 3.12 -0.52
H: -0.98 3.73 1.06
H: -2.68 3.37 0.78
H: -2.55 1.81 3.21
H: -0.79 1.96 3.33
H: -1.53 0.35 3.31
H: -2.43 1.11 -1.58
H: -4.35 -0.04 -2.60
H: -5.94 -1.29 -1.18
H: -5.61 -1.39 1.27
H: -3.69 -0.27 2.30

For each atom in turn, the Mulliken charge in e is:
1 Rh -0.044
2 C -1.621
3 C 0.663
4 N 1.040
5 N -1.372
6 C 0.754
7 N -0.395
8 S -0.352
9 C 0.768
10 C -0.821
11 C -0.534
12 C -1.046
13 C -0.291
14 N 0.550
15 H 0.383
16 H 0.376
17 H 0.399
18 H 0.239
19 H 0.209
20 H 0.438
21 H 0.451
22 H 0.468
23 H 0.535
24 C -1.566
25 C 0.039
26 C -0.419
27 C -0.751
28 C 0.033
29 Br 0.000
30 N 0.633
31 C -0.517
32 H 0.437
33 H 0.380
34 H 0.344
35 H 0.490
36 H 0.473
37 H 0.649
38 C -1.448
39 P 1.578
40 C -1.358
41 C 0.798
42 C -0.643
43 C -0.820
44 C -0.541
45 C -0.734
46 C -0.350
47 H 0.451
48 H 0.393
49 H 0.470
50 H 0.510
51 H 0.360
52 H 0.431
53 H 0.215
54 H 0.439
55 H 0.432
56 H 0.441
57 H 0.357

What is the total charge in the second record? 0